The following is a DFT calculation (ωB97M-V/def2-TZVPD) of C33H53HfN2O2P2S as an isolated structure in a non-equilibrium geometry.

charge	+3
strongest force on any atom	8.42	eV/Å
orbital gap (spin up / spin down)	5.64 / 5.64	eV

Geometry as XYZ:
```
94
C33H53HfN2O2P2S (ωB97M-V/def2-TZVPD)
C 2.170 1.843 -0.079
C 1.597 0.506 -1.878
C 3.326 2.248 -0.771
C 2.615 0.971 -2.673
C 3.478 1.892 -2.101
H 4.027 2.954 -0.281
H 2.861 0.398 -3.607
H 4.326 2.226 -2.708
N 1.224 1.143 -0.743
P 0.162 2.312 1.700
P -0.507 -1.500 -2.235
C 1.989 2.145 1.401
H 2.402 1.321 2.085
H 2.555 3.065 1.737
C 1.281 -0.972 -1.985
H 1.918 -1.387 -2.913
C -0.039 -3.384 -2.576
C -2.031 -0.928 -3.424
C -0.059 1.632 3.438
C 0.072 4.206 1.567
C -0.668 -4.142 -1.376
H -1.753 -3.954 -1.267
H -0.524 -5.236 -1.536
H -0.173 -3.866 -0.427
C -0.524 -3.884 -3.937
H -1.605 -3.913 -4.077
H -0.042 -3.279 -4.726
H -0.132 -4.902 -4.046
C 1.501 -3.679 -2.701
H 1.624 -4.778 -2.586
H 1.903 -3.387 -3.695
H 2.070 -3.160 -1.920
C -3.187 -1.890 -3.097
H -3.480 -1.832 -2.041
H -4.082 -1.639 -3.692
H -2.953 -2.943 -3.310
C -2.453 0.527 -3.121
H -2.934 0.651 -2.130
H -1.603 1.242 -3.201
H -3.226 0.875 -3.850
C -1.586 -0.976 -4.881
H -1.316 -1.984 -5.237
H -2.415 -0.640 -5.522
H -0.733 -0.314 -5.068
C -1.314 4.634 2.080
H -1.411 5.720 1.919
H -2.134 4.141 1.541
H -1.423 4.459 3.159
C 0.256 4.556 0.079
H 1.259 4.281 -0.271
H -0.480 4.079 -0.570
H 0.148 5.647 -0.032
C 1.154 5.012 2.317
H 0.885 6.078 2.220
H 1.222 4.795 3.380
H 2.152 4.903 1.863
C 0.542 0.214 3.514
H 1.639 0.224 3.442
H 0.278 -0.209 4.496
H 0.166 -0.481 2.744
C -1.562 1.588 3.758
H -2.114 0.925 3.070
H -1.679 1.186 4.772
H -2.026 2.581 3.721
C 0.695 2.564 4.376
H 1.748 2.680 4.082
H 0.218 3.544 4.449
H 0.684 2.121 5.377
Hf -0.831 0.380 0.140
C -1.916 2.233 -0.398
O -2.624 3.119 -0.681
N 0.313 -1.344 0.463
C 1.313 -1.582 -0.362
C 2.521 -2.258 0.122
C 2.215 -3.126 1.183
C 3.837 -2.213 -0.368
C 3.186 -3.842 1.859
H 1.152 -3.233 1.528
C 4.830 -2.979 0.222
H 4.135 -1.591 -1.246
C 4.535 -3.785 1.367
H 2.905 -4.437 2.731
H 5.871 -3.040 -0.114
H 5.307 -4.382 1.895
C -3.705 -1.783 2.667
S -3.979 -1.133 0.990
C -4.772 0.407 1.525
O -2.542 -0.592 0.594
H -4.629 -2.273 2.977
H -3.463 -0.937 3.354
H -2.870 -2.515 2.653
H -4.465 0.612 2.575
H -4.457 1.240 0.870
H -5.840 0.226 1.459
```



The following is a DFT calculation (ωB97M-V/def2-TZVPD) of C33H53IN6O2Si3Ta as an isolated structure in a non-equilibrium geometry.

charge	+3
strongest force on any atom	1.53	eV/Å
orbital gap	7.38	eV
relative energy (zero: lowest compared OMol25 entry of this formula, charge and spin)	0.00	kcal/mol

Geometry as XYZ:
```
99
C33H53IN6O2Si3Ta (ωB97M-V/def2-TZVPD)
Ta 0.278 -0.241 -0.061
C 0.729 3.918 -1.925
C -0.048 2.979 -2.788
N -0.590 3.483 -3.900
C -1.257 2.697 -4.739
C -1.410 1.325 -4.570
C -2.222 0.534 -5.579
O -1.547 -0.626 -6.047
C -0.861 0.784 -3.406
C -0.982 -0.659 -3.175
N -0.869 -1.335 -2.082
C -1.208 -2.737 -2.264
C -2.034 -3.186 -3.300
C -2.312 -4.533 -3.462
C -1.798 -5.476 -2.584
C -1.023 -5.056 -1.515
C -0.767 -3.702 -1.385
I 0.302 -3.158 0.284
C -0.221 1.629 -2.527
O 0.228 1.060 -1.331
H 0.311 4.917 -2.026
H 1.763 3.960 -2.273
H 0.730 3.616 -0.887
H -1.677 3.186 -5.612
H -2.495 1.194 -6.402
H -3.158 0.209 -5.119
H -1.169 -0.463 -6.918
H -1.198 -1.192 -4.093
H -2.493 -2.490 -3.989
H -2.951 -4.843 -4.278
H -2.014 -6.528 -2.709
H -0.640 -5.773 -0.801
C 2.210 -0.105 4.668
Si 0.846 -0.226 3.420
C -0.508 0.928 3.970
C 0.230 -1.983 3.552
C 1.509 0.215 1.633
Si 1.896 2.136 1.594
C 2.959 2.486 0.107
C 2.724 2.801 3.105
C 0.269 3.042 1.475
Si 3.185 -0.701 1.485
C 3.328 -2.455 2.085
C 4.669 0.144 2.190
C 3.350 -0.854 -0.376
C 4.559 -1.106 -1.013
C 4.609 -1.264 -2.387
C 3.432 -1.159 -3.114
C 2.259 -0.909 -2.445
N 2.203 -0.763 -1.102
H 1.764 -0.306 5.648
H 2.661 0.884 4.715
H 3.007 -0.837 4.530
H -0.997 0.480 4.841
H -1.272 1.167 3.229
H -0.082 1.874 4.312
H 0.043 -2.170 4.615
H 0.993 -2.702 3.250
H -0.691 -2.234 3.031
H 3.998 2.210 0.288
H 2.957 3.561 -0.088
H 2.641 1.982 -0.806
H 3.642 2.289 3.384
H 2.059 2.815 3.971
H 2.984 3.841 2.880
H -0.455 2.615 0.782
H 0.454 4.072 1.158
H -0.209 3.098 2.453
H 3.293 -2.535 3.172
H 4.325 -2.785 1.777
H 2.624 -3.176 1.680
H 4.569 0.248 3.271
H 4.890 1.126 1.779
H 5.537 -0.499 2.017
H 5.466 -1.170 -0.424
H 5.549 -1.461 -2.887
H 3.423 -1.263 -4.190
H 1.335 -0.815 -2.986
C -4.966 0.709 0.063
N -3.518 0.887 0.256
C -2.888 1.779 -0.696
C -2.839 0.145 1.123
N -1.507 -0.209 0.967
N -3.485 -0.297 2.207
C -4.486 0.517 2.912
C -3.132 -1.546 2.879
H -5.151 0.647 -1.009
H -5.533 1.547 0.464
H -5.294 -0.216 0.526
H -3.567 2.606 -0.898
H -2.693 1.263 -1.631
H -1.976 2.193 -0.287
H -1.219 -0.598 1.865
H -4.503 1.527 2.517
H -4.196 0.562 3.962
H -5.479 0.073 2.844
H -2.477 -1.373 3.735
H -2.671 -2.238 2.179
H -4.050 -2.007 3.240
```



The following is a DFT calculation (ωB97M-V/def2-TZVPD) of C33H53N2O2P2ReS as an isolated structure in a non-equilibrium geometry.

expectation value of S²	3.7863
charge	+3
strongest force on any atom	5.25	eV/Å
spin multiplicity	4
orbital gap (spin up / spin down)	6.45 / 5.39	eV
relative energy (zero: lowest compared OMol25 entry of this formula, charge and spin)	0.00	kcal/mol

Geometry as XYZ:
```
94
C33H53N2O2P2ReS (ωB97M-V/def2-TZVPD)
C -1.772 2.026 -1.297
C 0.503 1.642 -1.773
C -1.777 3.137 -2.150
C 0.570 2.798 -2.553
C -0.586 3.557 -2.729
H -2.697 3.717 -2.217
H 1.518 3.097 -3.005
H -0.561 4.472 -3.323
N -0.673 1.244 -1.233
P -2.400 0.550 1.046
P 1.388 -1.087 -1.440
C -2.907 1.696 -0.369
H -3.288 2.649 0.023
H -3.724 1.186 -0.912
C 1.704 0.822 -1.360
H 2.571 1.101 -1.975
C 3.050 -1.847 -0.731
C 1.235 -1.508 -3.277
C -1.865 1.891 2.305
C -3.999 -0.347 1.659
C 2.864 -2.301 0.733
H 2.314 -3.243 0.817
H 3.863 -2.487 1.158
H 2.361 -1.543 1.347
C 3.474 -3.069 -1.558
H 2.737 -3.881 -1.531
H 3.695 -2.813 -2.601
H 4.403 -3.463 -1.119
C 4.207 -0.831 -0.718
H 5.144 -1.401 -0.619
H 4.282 -0.229 -1.628
H 4.145 -0.161 0.148
C 0.944 -3.027 -3.370
H 0.546 -3.439 -2.437
H 0.172 -3.197 -4.131
H 1.831 -3.601 -3.661
C 0.056 -0.716 -3.890
H -0.847 -0.739 -3.270
H 0.321 0.331 -4.079
H -0.208 -1.190 -4.847
C 2.521 -1.123 -4.035
H 3.278 -0.631 -3.413
H 2.973 -2.000 -4.514
H 2.262 -0.431 -4.849
C -3.660 -1.034 3.001
H -4.281 -1.936 3.106
H -2.613 -1.367 3.031
H -3.874 -0.393 3.871
C -4.477 -1.430 0.679
H -4.710 -0.995 -0.293
H -3.752 -2.245 0.596
H -5.403 -1.858 1.103
C -5.170 0.644 1.889
H -6.105 0.154 1.569
H -5.314 0.891 2.956
H -5.093 1.575 1.309
C -0.677 2.740 1.783
H -0.872 3.815 1.904
H 0.256 2.485 2.301
H -0.486 2.614 0.718
C -1.420 1.152 3.567
H -0.744 0.320 3.335
H -0.870 1.844 4.219
H -2.263 0.765 4.143
C -3.004 2.861 2.627
H -3.380 3.389 1.749
H -3.843 2.385 3.132
H -2.619 3.632 3.307
Re -0.585 -0.503 0.133
C -1.757 -1.793 -1.417
O -1.551 -2.904 -1.860
N 0.895 0.404 0.849
C 1.842 1.031 0.172
C 2.871 1.966 0.710
C 3.328 1.815 2.036
C 3.418 3.020 -0.067
C 4.316 2.657 2.558
H 2.890 1.016 2.639
C 4.396 3.870 0.463
H 3.069 3.186 -1.089
C 4.852 3.689 1.776
H 4.675 2.505 3.578
H 4.808 4.679 -0.150
H 5.619 4.351 2.188
C -2.158 -3.837 1.966
S -0.877 -2.454 1.519
C -0.023 -3.626 0.418
O -2.554 -0.832 -1.444
H -3.047 -3.448 2.464
H -2.418 -4.355 1.037
H -1.608 -4.519 2.638
H -0.845 -4.143 -0.076
H 0.615 -3.113 -0.329
H 0.576 -4.276 1.067
```



The following is a DFT calculation (ωB97M-V/def2-TZVPD) of C33H54BN5O5P2Sr as an isolated structure in a non-equilibrium geometry.

charge	0
strongest force on any atom	2.32	eV/Å
orbital gap	5.96	eV
relative energy (zero: lowest compared OMol25 entry of this formula, charge and spin)	27.14	kcal/mol

Geometry as XYZ:
```
101
C33H54BN5O5P2Sr (ωB97M-V/def2-TZVPD)
Sr -0.727 -0.682 -1.617
C 5.174 1.054 1.284
C 3.800 0.392 1.455
C 3.899 -0.746 2.482
C 2.834 1.452 2.005
P 2.935 -0.254 -0.054
C 3.010 1.202 -1.192
N 1.841 2.062 -1.079
B 0.444 1.631 -1.309
N -0.247 2.927 -1.071
C -1.687 3.114 -1.108
P -2.570 1.996 0.096
C -4.346 2.387 -0.314
C -4.501 2.150 -1.829
C -4.840 3.790 0.024
C -5.242 1.345 0.383
C -2.093 2.713 1.752
C -0.683 2.183 2.053
C -3.038 2.141 2.815
C -2.053 4.237 1.881
C 0.647 3.964 -0.778
C 0.453 5.318 -0.551
C 1.564 6.129 -0.285
C 2.844 5.587 -0.262
C 3.043 4.224 -0.513
C 1.943 3.419 -0.766
C 4.003 -1.548 -0.900
C 5.517 -1.396 -0.780
C 3.640 -1.605 -2.389
C 3.597 -2.900 -0.284
H 5.347 1.732 2.128
H 5.252 1.656 0.376
H 5.989 0.334 1.277
H 4.263 -0.341 3.434
H 4.592 -1.531 2.173
H 2.923 -1.208 2.666
H 3.164 1.744 3.010
H 1.817 1.072 2.079
H 2.809 2.356 1.383
H 3.074 0.803 -2.198
H 3.910 1.796 -1.042
H -2.061 2.869 -2.100
H -1.949 4.158 -0.935
H -4.103 2.978 -2.418
H -5.568 2.062 -2.063
H -4.016 1.224 -2.155
H -4.183 4.573 -0.364
H -4.946 3.938 1.099
H -5.831 3.942 -0.424
H -4.917 0.326 0.154
H -6.274 1.458 0.026
H -5.254 1.457 1.466
H -0.601 1.101 1.900
H -0.449 2.391 3.105
H 0.082 2.654 1.435
H -3.168 1.056 2.721
H -4.027 2.602 2.775
H -2.620 2.345 3.808
H -1.387 4.691 1.150
H -1.654 4.496 2.870
H -3.035 4.700 1.795
H -0.537 5.757 -0.595
H 1.423 7.188 -0.103
H 3.698 6.224 -0.061
H 4.049 3.817 -0.520
H 5.864 -0.426 -1.146
H 6.003 -2.171 -1.385
H 5.870 -1.521 0.243
H 4.075 -0.780 -2.955
H 2.560 -1.611 -2.574
H 4.043 -2.536 -2.808
H 3.774 -2.935 0.792
H 4.182 -3.707 -0.744
H 2.539 -3.107 -0.437
O -0.463 -2.670 -0.457
C -0.146 -3.224 -1.562
O 0.026 -2.592 -2.661
C 0.014 -4.709 -1.574
C 0.943 -5.328 -2.398
C 1.099 -6.709 -2.352
C 0.309 -7.475 -1.503
C -0.617 -6.825 -0.717
C -0.774 -5.463 -0.718
N -1.494 -7.640 0.195
O -2.393 -7.062 0.773
O -1.245 -8.818 0.304
H 1.535 -4.721 -3.076
H 1.834 -7.195 -2.979
H 0.402 -8.549 -1.449
H -1.491 -4.988 -0.066
C -4.586 -3.794 0.712
N -4.151 -2.929 -0.374
C -3.314 -1.887 -0.244
N -2.847 -1.623 1.012
O -3.018 -1.166 -1.231
H -5.415 -4.399 0.354
H -4.943 -3.210 1.561
H -3.798 -4.475 1.044
H -4.504 -3.062 -1.306
H -2.806 -2.389 1.665
H -2.046 -1.009 1.059
```